No. 1
The following is a DFT calculation (ωB97M-V/def2-TZVPD) of C50H43AgBrN7O8S as an isolated structure in a non-equilibrium geometry.

CARTESIAN COORDINATES (ANGSTROEM)
Ag (-2.3682, -1.4257, 0.8132)
C (-1.3793, -4.6268, 1.1809)
O (-0.6918, -3.6314, 0.4478)
C (0.6227, -3.8138, 0.1802)
C (1.3452, -4.9488, 0.5170)
C (2.6922, -5.0117, 0.1827)
Br (3.6519, -6.6004, 0.6224)
C (3.3447, -3.9923, -0.4586)
C (2.6282, -2.8403, -0.8130)
C (1.2592, -2.7507, -0.5053)
O (0.5744, -1.6621, -0.8683)
C (3.3080, -1.7927, -1.5510)
N (4.5278, -1.8829, -2.0445)
C (4.7434, -0.7127, -2.7165)
C (5.8445, -0.2614, -3.4408)
C (5.7578, 0.9789, -4.0421)
C (4.6133, 1.7725, -3.9407)
C (3.5075, 1.3501, -3.2292)
C (3.5905, 0.1111, -2.6142)
N (2.7110, -0.5995, -1.8581)
H (-0.8715, -4.8421, 2.1267)
H (-1.4752, -5.5437, 0.5879)
H (-2.3612, -4.2032, 1.3959)
H (0.8766, -5.7716, 1.0362)
H (4.3906, -4.0407, -0.7130)
H (-0.4080, -1.8039, -0.8827)
H (6.7277, -0.8734, -3.5405)
H (6.5972, 1.3482, -4.6175)
H (4.5853, 2.7335, -4.4354)
H (2.6099, 1.9450, -3.1705)
H (1.7700, -0.3569, -1.5825)
C (-0.7707, 5.4319, 4.6581)
C (-1.4175, 4.3719, 3.8108)
C (-2.0456, 3.2784, 4.3927)
C (-2.6449, 2.3091, 3.6059)
C (-2.6294, 2.4276, 2.2303)
C (-2.0007, 3.5060, 1.6375)
C (-1.3981, 4.4727, 2.4231)
S (-3.4173, 1.1515, 1.1972)
O (-2.4164, 0.9450, 0.1492)
O (-4.6635, 1.7414, 0.7419)
N (-3.5139, -0.0623, 2.1836)
C (-4.7765, -0.6108, 2.5347)
C (-4.7322, -2.1852, 2.7176)
O (-5.7149, -2.6688, 3.2778)
O (-3.7163, -2.7923, 2.3184)
H (-0.7110, 5.1154, 5.6974)
H (-1.3470, 6.3575, 4.6152)
H (0.2355, 5.6533, 4.3023)
H (-2.0580, 3.1792, 5.4707)
H (-3.1143, 1.4397, 4.0401)
H (-1.9835, 3.5601, 0.5593)
H (-0.9005, 5.3158, 1.9608)
H (-5.5457, -0.3764, 1.7868)
H (-5.1235, -0.2228, 3.5061)
N (1.9225, 2.4329, 4.7783)
C (2.5734, 2.7182, 5.9447)
C (3.4333, 3.7301, 6.3269)
C (3.9655, 3.6603, 7.6072)
C (3.6363, 2.6231, 8.4751)
C (2.7663, 1.6150, 8.1072)
C (2.2322, 1.6523, 6.8224)
N (1.4154, 0.7727, 6.1930)
C (1.2485, 1.2356, 4.9657)
C (0.5620, 0.5394, 3.9321)
C (-0.0633, -0.6902, 4.2209)
C (-0.5575, -1.4617, 3.2050)
N (-0.4837, -1.1228, 1.8999)
C (0.0561, 0.0821, 1.6333)
C (0.5633, 0.9320, 2.5809)
H (1.9196, 2.9805, 3.9366)
H (3.6928, 4.5365, 5.6537)
H (4.6617, 4.4217, 7.9322)
H (4.0839, 2.6034, 9.4600)
H (2.5120, 0.8093, 8.7777)
H (-0.0841, -1.0246, 5.2464)
H (-1.0054, -2.4260, 3.4072)
H (0.1071, 0.3419, 0.5850)
H (1.0080, 1.8664, 2.2661)
C (2.6734, -0.3448, -6.4315)
C (1.2744, 0.1045, -6.1017)
C (0.7752, 1.2478, -6.7187)
C (-0.5092, 1.6864, -6.4539)
C (-1.3288, 0.9601, -5.6161)
C (-0.8726, -0.2207, -5.0236)
N (-1.7035, -1.0003, -4.2450)
C (-3.0774, -1.0452, -4.2874)
C (-3.7924, -0.8264, -5.4714)
C (-5.1700, -0.9004, -5.4965)
C (-5.8779, -1.2108, -4.3438)
C (-5.1827, -1.4804, -3.1800)
C (-3.7956, -1.4234, -3.1351)
C (-3.1373, -1.7574, -1.8234)
O (-3.8710, -1.9824, -0.8523)
O (-1.8720, -1.8416, -1.7812)
C (0.4641, -0.6203, -5.2291)
C (0.9590, -1.8569, -4.5357)
H (3.1223, 0.3257, -7.1633)
H (2.6732, -1.3545, -6.8449)
H (3.3094, -0.3428, -5.5466)
H (1.4024, 1.8002, -7.4080)
H (-0.8766, 2.5959, -6.9121)
H (-2.3286, 1.3019, -5.3997)
H (-1.3637, -1.3646, -3.3418)
H (-3.2508, -0.6175, -6.3839)
H (-5.7005, -0.7163, -6.4237)
H (-6.9591, -1.2493, -4.3604)
H (-5.6951, -1.7415, -2.2639)
H (0.5283, -2.7456, -4.9989)
H (0.6578, -1.8573, -3.4893)
H (2.0412, -1.9391, -4.5785)

* total charge: -2
* HOMO-LUMO gap: 5.58 eV
* LUMO level: 3.5 eV


No. 2
The following is a DFT calculation (ωB97M-V/def2-TZVPD) of a 2-piece molecular cluster, C4H13NOS overall.

CARTESIAN COORDINATES (ANGSTROEM)
C (-0.3092, -2.3324, 0.7256)
C (-0.2038, -0.8597, 0.2859)
N (0.8999, -0.5886, -0.6336)
C (-1.5340, -0.3757, -0.2720)
C (-1.6427, 1.1215, -0.5688)
S (-0.7092, 2.2141, 0.5439)
H (-0.7666, -2.9935, -0.0156)
H (-0.9072, -2.3852, 1.6404)
H (0.6872, -2.7026, 0.9068)
H (-0.0226, -0.3030, 1.1907)
H (1.7139, -0.2625, -0.1330)
H (1.1157, -1.3548, -1.2534)
H (-1.7332, -0.9391, -1.1810)
H (-2.2741, -0.7221, 0.4544)
H (-1.3440, 1.3584, -1.5857)
H (-2.6836, 1.4030, -0.4315)
H (0.5039, 1.9157, 0.0602)
O (3.1667, 2.2841, 0.2988)
H (2.9870, 2.3335, -0.6452)
H (3.0559, 3.1890, 0.6133)

* total charge: 0
* energy relative to the best compared isomer or geometry (same formula, charge and spin): 0.3607 eV
* structure (SMILES): C[C@@H](N)CCS.O
* HOMO-LUMO gap: 9.45 eV
* LUMO level: 0.7 eV


No. 3
The following is a DFT calculation (ωB97M-V/def2-TZVPD) of C19H43P3SScSe as an isolated structure in a non-equilibrium geometry.

CARTESIAN COORDINATES (ANGSTROEM)
Sc (-0.0549, 0.0310, 0.0246)
P (2.4798, 0.0518, -0.5948)
P (-0.5956, 1.0735, -2.3331)
P (0.4873, -1.6441, 1.9808)
H (-1.3761, -1.6859, -1.8326)
C (-1.3644, -1.6993, -0.7341)
C (-2.2267, -0.8662, 0.0103)
H (-2.9512, -0.2137, -0.4969)
C (3.0808, -1.3239, -1.6244)
C (3.0580, 1.5229, -1.5114)
C (3.6601, 0.0553, 0.7998)
C (-2.3632, 1.0468, -2.8104)
C (-0.1505, 2.8228, -2.6276)
C (0.1907, 0.1504, -3.7071)
C (-0.9631, -2.4601, 2.7431)
C (1.3474, -0.9664, 3.4460)
C (1.5035, -3.0757, 1.4569)
H (-0.9928, -2.6496, -0.3260)
H (-2.5591, -1.1539, 1.0174)
H (4.1566, -1.2012, -1.8177)
H (2.5437, -1.3501, -2.5795)
H (2.9119, -2.2820, -1.1186)
H (4.1462, 1.4451, -1.6502)
H (2.8350, 2.4280, -0.9331)
H (2.5735, 1.6042, -2.4900)
H (4.6780, 0.1621, 0.3967)
H (3.5975, -0.8692, 1.3831)
H (3.4467, 0.9042, 1.4615)
H (-2.5051, 1.4600, -3.8196)
H (-2.9379, 1.6466, -2.0911)
H (-2.7501, 0.0212, -2.7815)
H (-0.1245, 3.0519, -3.7043)
H (0.8264, 3.0471, -2.1821)
H (-0.8981, 3.4623, -2.1380)
H (-0.2250, 0.4804, -4.6686)
H (-0.0015, -0.9246, -3.5909)
H (1.2772, 0.2957, -3.7138)
H (-0.6499, -3.1647, 3.5270)
H (-1.5390, -2.9976, 1.9807)
H (-1.6156, -1.6949, 3.1860)
H (1.5785, -1.7642, 4.1690)
H (0.6920, -0.2252, 3.9231)
H (2.2719, -0.4551, 3.1517)
H (1.5484, -3.8200, 2.2632)
H (2.5219, -2.7669, 1.1941)
H (1.0589, -3.5440, 0.5685)
C (0.1625, -5.5863, -3.3754)
C (-1.0838, -5.0395, -3.0255)
C (-2.2489, -5.7903, -3.1797)
C (-2.1917, -7.0868, -3.7018)
C (-0.9542, -7.6327, -4.0692)
C (0.2195, -6.8919, -3.9124)
Se (1.7648, -4.5738, -3.1110)
H (1.0226, -3.3667, -2.5688)
H (-1.1283, -4.0281, -2.6282)
H (-3.2041, -5.3521, -2.8880)
H (-3.1054, -7.6658, -3.8216)
H (-0.9049, -8.6427, -4.4795)
H (1.1833, -7.3153, -4.1985)
C (0.9600, 3.7468, 2.1442)
S (0.2919, 2.2426, 1.3523)
C (-1.4688, 2.3265, 1.6951)
H (2.0415, 3.7876, 1.9659)
H (0.7689, 3.7095, 3.2249)
H (0.4839, 4.6370, 1.7125)
H (-1.6065, 2.2987, 2.7828)
H (-1.8567, 3.2653, 1.2825)
H (-2.0005, 1.4730, 1.2366)

* total charge: +3
* energy relative to the best compared isomer or geometry (same formula, charge and spin): 0.0000 eV
* HOMO-LUMO gap (spin up / spin down): 8.42 / 3.88 eV
* LUMO level (spin up / spin down): -9.0 / -11.8 eV


No. 4
The following is a DFT calculation (ωB97M-V/def2-TZVPD) of a 2-piece molecular cluster, C5H8O2 overall in a non-equilibrium geometry.

CARTESIAN COORDINATES (ANGSTROEM)
O (-0.7640, -1.2195, -1.2373)
C (-1.1356, -0.0831, -1.4899)
C (-0.6398, 1.1840, -0.8175)
O (-0.0017, 1.0161, 0.4103)
C (1.2554, 0.3491, 0.3660)
C (1.5446, -0.5413, 1.4958)
C (1.3830, -1.1320, 0.3587)
H (-1.8880, 0.1157, -2.2792)
H (-0.0158, 1.6970, -1.5805)
H (-1.5057, 1.8362, -0.6365)
H (2.0232, 0.9924, -0.0856)
H (1.7727, -0.5832, 2.5543)
H (1.4278, -2.0522, -0.2182)
H (-1.3896, -0.6771, 1.4789)
H (-2.0666, -0.9022, 1.6806)

* total charge: 0
* energy relative to the best compared isomer or geometry (same formula, charge and spin): 4.6639 eV
* structure (SMILES): O=CCOC1C=C1.[H][H]
* HOMO-LUMO gap: 10.40 eV
* LUMO level: 1.0 eV


No. 5
The following is a DFT calculation (ωB97M-V/def2-TZVPD) of one molecule with the formula C22H18N2O6S in a non-equilibrium geometry.

CARTESIAN COORDINATES (ANGSTROEM)
C (4.5303, 1.7941, 6.1670)
C (4.0416, 0.6616, 5.2902)
O (4.6213, -0.3902, 5.1743)
N (2.8679, 0.9759, 4.6523)
C (2.1110, 0.2051, 3.7768)
C (2.4993, -1.0742, 3.3610)
C (1.7049, -1.7903, 2.4996)
C (0.4926, -1.2803, 2.0175)
C (-0.4142, -1.9738, 1.1417)
C (-0.0205, -3.2558, 0.4504)
O (0.5997, -2.8581, -0.7829)
C (-0.2174, -2.6397, -1.8086)
O (-1.3638, -3.0065, -1.8508)
C (0.4329, -1.8279, -2.9156)
C (-0.5652, -0.7177, -3.2222)
S (-0.1060, 0.3423, -4.6355)
C (-1.6088, 1.2800, -4.6106)
C (-2.1382, 1.7693, -5.7955)
C (-3.3174, 2.4905, -5.7862)
C (-3.9797, 2.7180, -4.5895)
C (-3.4515, 2.2452, -3.4036)
C (-2.2585, 1.5290, -3.3963)
N (-1.6934, 1.1469, -2.1836)
C (-0.7520, 0.1917, -2.0187)
O (-0.1356, 0.0531, -0.9810)
C (-1.5739, -1.3713, 0.7896)
C (-1.8474, 0.0137, 1.1156)
O (-2.7483, 0.6713, 0.6440)
O (-0.9985, 0.6230, 1.9853)
C (0.1228, 0.0140, 2.4274)
C (0.9232, 0.7422, 3.2979)
H (3.7878, 2.0306, 6.9263)
H (5.4542, 1.4947, 6.6527)
H (4.7142, 2.6822, 5.5660)
H (2.4810, 1.8902, 4.8441)
H (3.4247, -1.4879, 3.7241)
H (2.0317, -2.7707, 2.1941)
H (0.7210, -3.8371, 0.9947)
H (-0.9015, -3.8669, 0.2309)
H (1.3831, -1.4261, -2.5672)
H (0.5872, -2.4480, -3.7994)
H (-1.5327, -1.1672, -3.4766)
H (-1.6125, 1.5773, -6.7177)
H (-3.7220, 2.8675, -6.7124)
H (-4.9062, 3.2708, -4.5789)
H (-3.9514, 2.4256, -2.4638)
H (-2.0323, 1.5961, -1.3388)
H (-2.2837, -1.8443, 0.1289)
H (0.6004, 1.7321, 3.5832)

* total charge: 0
* energy relative to the best compared isomer or geometry (same formula, charge and spin): 0.2544 eV
* structure (SMILES): CC(=O)Nc1ccc2c(COC(=O)C[C@@H]3Sc4ccccc4NC3=O)cc(=O)oc2c1
* HOMO-LUMO gap: 8.28 eV
* LUMO level: 0.0 eV


No. 6
The following is a DFT calculation (ωB97M-V/def2-TZVPD) of a 5-piece molecular cluster, C29H39F20N3O10P overall in a non-equilibrium geometry.

CARTESIAN COORDINATES (ANGSTROEM)
N (-0.0077, 3.1127, -0.0313)
P (-0.1699, 2.0830, -1.1767)
N (1.2688, 2.0569, -2.2155)
C (2.6092, 2.0014, -1.7833)
C (3.0512, 1.8774, -0.3608)
C (3.2891, 0.3865, -0.0438)
O (4.0681, -0.2690, -1.0257)
C (5.4036, -0.5459, -0.6572)
C (6.4060, -0.1194, -1.7419)
F (5.8355, -0.1321, -2.9630)
F (7.3832, -1.0534, -1.7443)
C (7.0829, 1.2313, -1.4511)
F (7.8284, 1.0374, -0.3497)
F (6.1736, 2.1860, -1.1431)
C (8.0207, 1.7834, -2.5576)
F (8.8347, 2.6623, -1.9436)
F (8.7870, 0.8275, -3.0809)
C (7.3000, 2.5788, -3.6794)
F (6.9196, 1.7600, -4.6734)
F (8.1953, 3.4458, -4.1909)
C (3.4042, 2.0543, -2.8888)
N (2.5416, 2.1102, -3.9756)
C (1.2794, 2.0900, -3.5656)
C (0.1465, 2.0937, -4.5312)
C (-0.1728, 0.6272, -4.9276)
C (0.9376, 0.0170, -5.7758)
O (0.4149, -1.0277, -6.5444)
H (0.8700, 3.6088, -0.0276)
H (-1.2337, 2.4885, -1.9896)
H (-0.3871, 0.7807, -0.7226)
H (2.2760, 2.1882, 0.3309)
H (3.9262, 2.4832, -0.1510)
H (3.6772, 0.2446, 0.9621)
H (2.3066, -0.0867, -0.0653)
H (5.5063, -1.6256, -0.5757)
H (5.7014, -0.0825, 0.2812)
H (6.4671, 3.1766, -3.3126)
H (4.4685, 2.0301, -2.9646)
H (2.8694, 2.1358, -4.9273)
H (0.4120, 2.6749, -5.4076)
H (-0.7237, 2.5237, -4.0467)
H (-0.1800, 0.0658, -3.9949)
H (-1.1419, 0.5478, -5.4059)
H (1.4517, 0.7847, -6.3726)
H (1.6961, -0.3852, -5.0943)
H (1.1204, -1.5910, -6.8689)
C (-6.9827, -0.8245, -0.8594)
C (-6.5254, 0.0323, -2.0166)
O (-5.0999, 0.3051, -1.9453)
C (-4.3048, -0.6388, -2.4017)
O (-4.6080, -1.6928, -2.8687)
C (-2.8440, -0.1683, -2.2893)
F (-2.5850, 0.4078, -1.0953)
F (-2.5671, 0.7463, -3.2423)
F (-1.9873, -1.1715, -2.4374)
H (-6.7047, -0.3671, 0.0902)
H (-8.0559, -0.9541, -0.8868)
H (-6.5158, -1.8100, -0.8968)
H (-7.0068, 1.0067, -1.9834)
H (-6.7667, -0.4219, -2.9762)
C (-8.6181, -3.5879, 4.8915)
C (-9.8620, -2.7386, 4.7372)
O (-9.6756, -1.6677, 3.7806)
C (-9.7964, -2.0202, 2.5147)
O (-10.0170, -3.1124, 2.0852)
C (-9.6450, -0.7789, 1.6200)
F (-8.6141, -0.0124, 1.9962)
F (-10.7428, -0.0191, 1.6653)
F (-9.4440, -1.1335, 0.3449)
H (-7.7594, -2.9785, 5.1548)
H (-8.7710, -4.3336, 5.6704)
H (-8.3806, -4.1035, 3.9612)
H (-10.1114, -2.2455, 5.6738)
H (-10.7153, -3.3476, 4.4431)
C (8.9661, -1.9608, 0.9852)
C (10.3112, -2.2150, 0.3404)
O (11.1099, -3.1021, 1.1415)
C (10.8490, -4.3948, 1.0031)
O (10.0209, -4.8785, 0.2917)
C (11.8098, -5.2165, 1.8796)
F (11.9234, -4.6865, 3.1010)
F (13.0254, -5.2434, 1.3218)
F (11.3789, -6.4650, 2.0055)
H (9.0930, -1.5902, 2.0031)
H (8.4070, -1.2296, 0.4113)
H (8.3812, -2.8794, 1.0425)
H (10.8799, -1.2903, 0.2691)
H (10.2038, -2.6141, -0.6674)
C (-7.0034, 4.0282, 5.1901)
C (-7.5691, 3.2160, 6.3340)
O (-7.6276, 1.8144, 5.9981)
C (-6.5027, 1.1341, 6.1408)
O (-5.4497, 1.5576, 6.5114)
C (-6.7487, -0.3426, 5.7903)
F (-7.4637, -0.4678, 4.6669)
F (-7.4224, -0.9472, 6.7803)
F (-5.6022, -0.9951, 5.6216)
H (-7.5736, 3.8494, 4.2779)
H (-7.0414, 5.0904, 5.4278)
H (-5.9675, 3.7553, 4.9905)
H (-8.5963, 3.5091, 6.5374)
H (-6.9972, 3.3560, 7.2499)

* total charge: +1
* HOMO-LUMO gap: 9.66 eV
* LUMO level: -2.8 eV